Molecular formula: C24H61BN9O4P2S
Method: DFT, ωB97M-V with the def2-TZVPD basis set

Computed properties:
* E_tot: -2850.27705 Eh
* LUMO: 0.82 eV
* HOMO: -0.157 hartree
* charge: -1

Geometry as XYZ:
```
102
Properties=species:S:1:pos:R:3:forces:R:3
N 0.93222 0.26756 2.54274 -0.2 0.1 -0.2
C 0.67107 -0.42435 1.25002 -0.7 -0.3 0.1
C 1.87707 -1.32675 0.76076 -0.6 -0.5 -0.8
O 2.77185 -1.53813 1.88382 -0.5 -0.2 -0.5
C 2.60708 -0.81710 -0.53173 0.7 -0.6 0.8
B 3.13377 0.74554 -0.49428 -0.2 0.0 -1.1
C 1.98846 1.84779 -1.03449 0.0 0.2 0.4
C 1.81208 2.93307 0.09390 -0.4 0.2 -1.0
C 0.69376 4.01135 -0.18041 0.2 -0.1 0.6
C -0.76276 3.42271 -0.18515 -0.2 1.1 0.1
C -1.38971 3.31679 1.27930 0.5 -1.2 -0.8
C -2.28343 1.99713 1.40814 0.7 0.6 0.7
C -3.83595 2.27051 1.37098 1.2 -0.1 0.9
S -4.73307 1.56642 -0.07032 -0.3 -0.4 -0.7
C -3.90735 0.11011 -0.72399 0.7 0.4 -0.5
N -3.64370 -0.21834 -2.01225 -0.5 0.6 3.9
N -2.96752 -1.40208 -1.90258 0.7 -1.7 1.8
C -2.83121 -1.74425 -0.62254 -0.6 1.3 -1.9
O -3.43523 -0.79933 0.18988 0.3 -0.4 -1.5
H 1.85526 0.70615 2.54629 -0.2 -0.3 -0.3
H 0.24521 1.02214 2.62245 0.4 -0.3 0.0
H -0.19998 -1.12254 1.45131 0.7 0.7 -0.2
H 0.30366 0.31829 0.49527 0.6 -0.8 0.2
H 1.44479 -2.34985 0.52368 0.2 0.9 0.2
H 2.19753 -1.96248 2.54664 0.5 0.4 -0.2
H 3.53386 -1.46263 -0.63535 -1.0 0.4 0.1
H 1.99172 -1.04304 -1.45458 0.3 0.2 1.0
H 3.58619 1.06805 0.58399 -0.1 0.0 0.5
H 4.06747 0.81092 -1.26735 0.3 0.0 -0.2
H 1.04375 1.27983 -1.27850 0.5 0.8 0.3
H 2.32701 2.33749 -1.99711 -0.4 -0.3 0.9
H 1.62238 2.40841 1.06865 0.2 0.6 -0.7
H 2.79859 3.47342 0.17165 -0.9 -0.6 0.1
H 0.90852 4.53221 -1.15647 -0.2 -0.5 0.9
H 0.76094 4.77830 0.65228 -0.2 -0.5 -0.9
H -1.40536 4.13242 -0.78418 0.5 -0.9 0.4
H -0.75506 2.43106 -0.70042 0.0 0.7 0.4
H -0.49513 3.22991 1.96109 -1.1 0.2 -0.4
H -2.01760 4.20823 1.53619 0.8 -0.6 -0.1
H -1.90787 1.28991 0.63206 -0.6 0.4 0.6
H -2.05083 1.51928 2.40351 -0.3 0.4 -1.0
H -4.03067 3.38043 1.33934 0.1 -1.1 -0.4
H -4.25113 1.94313 2.36627 0.0 0.0 -1.3
H -2.31123 -2.62329 -0.19170 -0.5 1.0 -0.4
O 5.93496 0.02884 -3.27655 3.7 -0.5 2.1
P 6.88158 -0.36653 -4.40592 -5.8 0.5 -4.6
N 6.68538 1.11820 -5.25765 0.3 1.5 0.2
C 6.44808 1.33911 -6.66612 0.3 -0.4 -0.3
C 7.26815 2.29541 -4.62162 -0.2 -0.1 0.5
N 5.82553 -1.60976 -4.99312 -0.2 -1.4 -0.4
C 4.76091 -1.33054 -5.93810 0.3 0.3 -0.3
C 5.30278 -2.48708 -3.94229 0.2 0.1 0.3
N 8.08352 -0.89850 -5.57164 1.4 0.0 2.0
C 9.38697 -0.24879 -5.52538 -0.1 0.3 0.0
C 7.97558 -1.91467 -6.59824 0.1 -0.9 0.2
H 7.22634 0.91420 -7.31404 0.0 -0.1 -0.1
H 6.40718 2.40550 -6.90156 0.2 0.0 0.3
H 5.47614 0.95912 -6.97785 0.1 -0.2 0.0
H 8.31524 2.43750 -4.92202 0.0 0.2 -0.1
H 7.24176 2.20853 -3.53331 -0.1 -0.2 -0.1
H 6.70827 3.20121 -4.86911 0.0 -0.1 -0.1
H 4.10005 -0.52637 -5.59387 -0.1 0.0 -0.1
H 4.15232 -2.22164 -6.11832 0.1 0.0 0.3
H 5.16976 -1.07955 -6.91988 0.0 0.2 0.0
H 4.45532 -2.04389 -3.40974 0.1 0.0 0.1
H 6.07944 -2.71590 -3.20807 -0.1 0.1 0.0
H 4.97631 -3.44223 -4.36644 0.1 0.1 -0.2
H 9.47323 0.51344 -6.30991 0.1 0.0 0.0
H 10.20647 -0.96236 -5.64848 -0.1 0.0 0.0
H 9.54321 0.23948 -4.56200 0.0 0.1 -0.1
H 7.43897 -1.53863 -7.47446 -0.1 0.0 0.1
H 7.48726 -2.81939 -6.24049 -0.2 0.2 0.0
H 8.96217 -2.24191 -6.94498 0.1 0.3 0.1
O -7.64380 0.76632 5.60071 3.3 2.4 -0.5
P -6.63243 -0.29568 5.16210 -5.0 -5.2 0.6
N -7.51990 -0.73969 3.75789 -0.5 0.8 -1.2
C -7.84914 -2.05865 3.26373 0.5 -0.4 0.1
C -7.56151 0.25782 2.69031 -0.1 0.4 0.2
N -6.96841 -1.32266 6.52055 0.3 -0.6 1.2
C -8.04600 -2.29280 6.50095 0.2 -0.2 -0.5
C -6.99416 -0.61990 7.80296 0.2 0.3 -0.1
N -5.33949 -1.38874 4.71251 1.0 2.2 0.0
C -4.50382 -1.00198 3.57909 -0.2 0.0 -0.3
C -4.95798 -2.65211 5.31157 0.6 -0.1 0.9
H -6.97044 -2.68680 3.07174 0.0 -0.1 0.0
H -8.39527 -2.00575 2.31898 0.2 0.4 0.0
H -8.52617 -2.58558 3.93507 0.2 0.0 0.1
H -6.71249 0.14510 2.00737 -0.1 0.0 -0.2
H -7.53127 1.27230 3.09420 0.0 -0.1 0.1
H -8.48724 0.18839 2.11255 0.0 -0.1 0.0
H -9.00855 -1.83975 6.23374 -0.1 -0.1 0.0
H -8.15402 -2.77963 7.47478 0.1 0.3 0.1
H -7.81864 -3.11074 5.81409 -0.1 0.1 -0.1
H -7.94545 -0.10663 7.98029 0.0 0.1 0.0
H -6.19525 0.12421 7.85203 -0.1 0.0 0.0
H -6.82651 -1.31915 8.62799 0.0 -0.1 -0.1
H -4.80198 -1.53993 2.67172 0.1 0.0 0.0
H -3.44487 -1.19941 3.76278 -0.1 0.0 0.1
H -4.58936 0.06691 3.38065 -0.1 -0.1 -0.1
H -5.61935 -3.46022 4.98571 -0.1 0.1 0.0
H -4.94873 -2.61316 6.39923 -0.2 0.0 -0.1
H -3.94012 -2.93930 5.02901 0.0 0.3 -0.3
```
Positions in Å, forces in eV/Å.

Atomic partial charges in e from the Löwdin method, atoms 1 to 8: atom 1 (N): -0.01, atom 2 (C): -0.22, atom 3 (C): -0.39, atom 4 (O): -0.08, atom 5 (C): -0.18, atom 6 (B): -0.53, atom 7 (C): -0.23, atom 8 (C): -0.26

***

Molecular formula: C24H61N2O8P
Method: DFT, ωB97M-V with the def2-TZVPD basis set

Computed properties:
* E_tot: -2003.68082 Eh
* LUMO: 0.51 eV
* HOMO: -0.336 hartree
* SMILES: CCOCOC(=O)N[PH2]=N.CCOCC.CCOCC.CCOCC.CCOCC.CCOCC

Geometry as XYZ:
```
96
Properties=species:S:1:pos:R:3:forces:R:3
C -1.10950 2.77459 -1.69605 0.0 0.1 0.0
C -1.47572 2.33102 -0.27514 0.0 0.2 0.0
O -0.37169 1.74110 0.41798 -0.1 0.0 0.1
C -0.24982 0.39244 0.14629 0.3 -0.1 -0.3
O 0.67809 -0.11180 1.11857 -0.3 -0.2 0.1
C 1.37553 -1.21595 0.76386 0.1 0.2 0.5
O 1.84804 -1.42450 -0.30771 -0.1 -0.2 -0.4
N 1.49141 -2.09964 1.87379 -0.1 0.4 -0.1
P 0.47385 -3.46407 1.71100 -0.1 -0.3 -0.2
N 0.42470 -4.19695 0.35577 0.1 0.4 0.1
H -0.08106 2.47865 -1.92033 -0.1 0.0 0.0
H -1.77130 2.35047 -2.45445 0.1 0.0 0.0
H -1.15920 3.86106 -1.79267 0.0 -0.1 0.0
H -1.76044 3.18887 0.33745 0.0 -0.1 -0.1
H -2.31829 1.62674 -0.28333 0.1 0.0 0.0
H 0.15036 0.19148 -0.85570 0.0 0.0 0.1
H -1.21019 -0.12452 0.28998 0.1 0.0 0.0
H 1.23844 -1.57708 2.71150 0.1 -0.1 0.0
H 0.84940 -4.24017 2.81960 0.0 0.1 0.1
H -0.77557 -2.96014 2.13395 0.0 -0.1 0.1
H 1.04552 -3.81872 -0.35143 -0.1 -0.2 -0.1
C -4.84208 -0.59912 2.83976 0.0 0.0 0.0
C -4.74895 -0.14346 1.39462 0.0 0.0 0.0
O -3.77533 -0.83809 0.63121 0.0 0.0 0.0
C -3.96385 -2.24142 0.50108 0.2 0.0 0.0
C -5.26014 -2.64070 -0.17864 0.0 0.1 0.0
H -3.87265 -0.51210 3.33287 0.0 0.0 0.0
H -5.55834 0.02583 3.37486 0.0 0.0 0.0
H -5.18010 -1.63249 2.92432 0.0 0.0 0.0
H -4.43454 0.90063 1.35447 0.0 0.0 0.0
H -5.73092 -0.20288 0.91219 0.0 0.0 0.0
H -3.87621 -2.73382 1.47632 0.0 0.0 0.0
H -3.11318 -2.56837 -0.09890 0.0 -0.1 0.0
H -6.13697 -2.35432 0.40377 0.0 0.0 0.0
H -5.28583 -3.72365 -0.30367 0.0 0.0 0.0
H -5.33536 -2.17723 -1.16324 0.0 0.0 0.0
C 7.03858 0.56062 3.34538 0.0 0.0 0.0
C 5.66835 0.31447 3.95268 0.0 0.0 0.0
O 4.83250 1.45889 3.98441 0.0 0.0 0.0
C 4.52661 2.03906 2.72646 0.0 0.0 0.0
C 3.80380 1.10402 1.77369 0.0 0.0 0.1
H 7.55323 1.36514 3.87249 0.0 0.0 0.0
H 7.64117 -0.34550 3.42291 0.0 0.0 0.0
H 6.97854 0.82507 2.28904 0.0 0.0 0.0
H 5.77348 0.02463 4.99868 0.0 0.0 0.0
H 5.17102 -0.51541 3.43700 0.0 0.0 0.0
H 5.43045 2.44158 2.25443 0.0 0.0 0.0
H 3.88847 2.88905 2.96897 0.1 -0.1 0.0
H 4.41724 0.24836 1.48882 0.0 0.0 0.0
H 3.53379 1.63531 0.85979 0.0 0.0 0.0
H 2.88493 0.73958 2.23530 0.0 0.0 0.0
C -3.59917 5.46463 -6.39751 0.0 0.0 0.0
C -2.80576 4.17288 -6.30414 0.0 0.0 0.0
O -2.91982 3.51098 -5.05586 0.0 0.0 0.0
C -4.22590 3.11124 -4.67930 0.0 0.0 0.0
C -4.88232 2.13816 -5.64327 0.0 0.0 0.0
H -3.31057 6.15083 -5.60019 0.0 0.0 0.0
H -3.40247 5.94608 -7.35648 0.0 0.0 0.0
H -4.67430 5.29356 -6.33068 0.0 0.0 0.0
H -1.74079 4.38401 -6.40355 0.0 0.0 0.0
H -3.07778 3.50022 -7.12572 0.0 0.0 0.0
H -4.86980 3.98489 -4.52465 0.0 0.0 0.0
H -4.09604 2.63558 -3.70599 0.0 0.0 0.0
H -5.05851 2.58466 -6.62260 0.0 0.0 0.0
H -5.84925 1.82587 -5.24601 0.0 0.0 0.0
H -4.26063 1.25191 -5.77697 0.0 0.0 0.0
C 2.44004 5.09059 1.48654 0.0 0.0 0.0
C 1.31296 6.04342 1.84537 0.0 0.0 0.0
O 0.04972 5.41621 1.97370 0.0 0.0 0.0
C -0.04994 4.42108 2.97849 -0.1 -0.1 0.0
C 0.17572 4.92831 4.39170 0.0 0.1 0.0
H 2.20535 4.54715 0.56999 0.0 0.0 0.0
H 3.36275 5.65279 1.33388 0.0 0.0 0.0
H 2.62500 4.36224 2.27653 0.0 0.1 0.0
H 1.17620 6.77264 1.04608 0.0 0.0 0.0
H 1.56354 6.60461 2.75339 0.0 0.0 0.0
H 0.61604 3.57962 2.75739 0.0 0.0 0.0
H -1.06932 4.04382 2.88293 0.0 0.0 0.0
H 1.19213 5.29581 4.54041 0.0 0.0 0.0
H 0.01358 4.11614 5.10175 0.0 0.0 0.0
H -0.51769 5.73756 4.62511 0.0 0.0 0.0
C 2.42517 -7.17240 0.28376 0.0 0.0 0.0
C 2.33311 -8.63293 -0.12085 0.0 0.0 0.0
O 1.54245 -8.87049 -1.27409 0.0 0.0 0.0
C 1.94999 -8.20000 -2.45331 0.0 0.0 0.0
C 3.35474 -8.54992 -2.91400 0.0 0.0 0.0
H 1.43659 -6.73863 0.43595 0.0 0.0 0.0
H 2.99288 -7.08605 1.21240 0.0 0.0 0.0
H 2.93603 -6.56857 -0.46788 0.0 0.0 0.0
H 1.84307 -9.20800 0.66574 0.0 0.0 0.0
H 3.33692 -9.05685 -0.24777 0.0 0.0 0.0
H 1.84838 -7.11514 -2.33600 0.0 0.0 0.0
H 1.22546 -8.50908 -3.20755 0.0 0.0 0.0
H 4.11318 -8.22973 -2.19844 0.0 0.0 0.0
H 3.56431 -8.04998 -3.86090 0.0 0.0 0.0
H 3.45446 -9.62626 -3.06140 0.0 0.0 0.0
```
Positions in Å, forces in eV/Å.

Atomic partial charges in e from the Löwdin method, atoms 1 to 8: atom 1 (C): -0.05, atom 2 (C): -0.23, atom 3 (O): -0.11, atom 4 (C): -0.20, atom 5 (O): 0.01, atom 6 (C): -0.63, atom 7 (O): 0.13, atom 8 (N): -0.09

***

Molecular formula: C24H62BN5O8P2S
Method: DFT, ωB97M-V with the def2-TZVPD basis set

Computed properties:
* E_tot: -2932.84146 Eh
* LUMO: -0.75 eV
* HOMO: -0.295 hartree
* ΔE to the lowest compared entry with this formula, charge and spin: 4.869 eV
* SMILES: CCO[C@]1(B(O)N(C)C)OS(=O)(=O)O[C@@]1([PH2]=O)P(N)O.CCN(CC)CC.CCN(CC)CC.CCN(CC)CC

Geometry as XYZ:
```
103
Properties=species:S:1:pos:R:3:forces:R:3
C -0.71441 -0.63957 1.54629 -0.2 0.5 -0.3
C -1.20215 -1.15067 3.05248 -0.1 3.1 -0.4
O -1.91644 -2.41320 3.08032 2.7 -0.4 -0.6
C -1.18626 -3.57069 2.57020 -2.8 -0.3 1.4
B 0.43345 -3.75545 2.93877 2.9 0.6 -0.4
O 1.49128 -3.02128 2.15794 -2.4 -2.7 0.0
N 0.95980 -4.61287 4.09044 0.8 1.6 -1.2
C 1.21739 -3.80061 5.34044 0.2 -0.6 1.8
C 2.30251 -5.21837 3.67911 0.5 -0.6 -1.0
O -1.57137 -3.68782 1.12333 -1.7 0.3 1.3
S -3.30974 -3.65272 1.08158 -3.1 1.5 -5.1
O -4.01739 -2.28893 0.90338 3.4 -4.3 2.6
O -3.84440 -4.42688 -0.18626 3.0 1.2 5.4
O -3.45244 -4.46698 2.61195 0.8 0.5 -1.2
C -2.11880 -4.79868 3.21751 1.2 1.6 -2.0
P -2.25135 -4.92293 5.12966 -0.7 4.4 2.6
O -2.30351 -3.53195 5.87843 0.4 -4.0 -2.3
P -1.88477 -6.59807 2.67115 0.4 -3.2 -1.5
N -2.30433 -6.84080 0.91610 0.8 1.4 2.4
O -0.17852 -7.09886 2.70578 -1.8 0.4 -0.5
H -0.20039 -1.47638 0.91055 -0.8 1.7 1.4
H 0.01011 0.29996 1.67522 -1.5 -2.2 -0.2
H -1.62770 -0.24507 0.88703 1.8 -1.0 1.7
H -0.34011 -1.03325 3.87088 -1.6 -0.8 -1.8
H -1.99848 -0.31933 3.38061 1.6 -2.1 -0.6
H 1.71267 -3.51789 1.31674 -0.4 1.1 1.2
H 0.28802 -3.90144 6.05910 1.8 0.8 -1.4
H 1.55005 -2.69252 5.14065 -0.8 -2.0 0.4
H 2.11938 -4.34143 5.90468 -2.0 1.3 -1.2
H 2.50737 -6.22664 4.24404 -0.6 2.0 -0.9
H 2.23983 -5.49431 2.52776 0.4 0.5 2.4
H 3.20806 -4.48204 3.88583 -1.9 -1.5 -0.6
H -1.12945 -5.72439 5.60450 -0.9 0.2 -1.0
H -3.46766 -5.65297 5.45131 1.0 0.1 -0.8
H -1.80797 -6.15062 0.31575 -1.0 -0.6 0.3
H -3.34187 -6.74692 0.88473 1.1 0.1 -0.4
H -0.10866 -8.08637 2.54439 -0.6 1.7 0.3
C -1.09871 2.92973 4.01747 0.0 0.1 -0.1
C 0.41830 3.00161 4.16554 -0.1 0.0 -0.3
N 1.11094 3.48906 2.96955 0.3 -0.1 -0.2
C 2.56308 3.28963 3.01989 -0.2 -0.3 -0.1
C 3.34238 4.04747 4.08848 0.3 0.1 0.1
C 0.67927 4.79155 2.45484 -0.3 -0.3 -0.1
C 0.76774 5.98780 3.39332 0.1 0.4 0.1
H -1.38469 2.32332 3.15148 0.1 0.1 0.0
H -1.53713 2.46820 4.90864 0.1 0.1 -0.1
H -1.54651 3.92199 3.91272 0.0 -0.1 0.0
H 0.76303 1.98192 4.38216 0.2 0.2 -0.1
H 0.65858 3.60615 5.04651 0.0 0.0 0.2
H 2.99659 3.52079 2.03840 -0.2 0.1 0.1
H 2.75195 2.21709 3.16037 -0.2 0.1 0.0
H 3.45166 5.10341 3.83694 -0.1 0.0 0.1
H 4.35518 3.63508 4.16478 -0.1 0.0 0.0
H 2.88557 3.96609 5.07914 0.0 0.0 -0.1
H -0.36063 4.69787 2.11916 0.1 -0.1 0.1
H 1.23375 5.02159 1.53493 0.1 -0.2 0.2
H 0.39973 5.76463 4.39824 0.0 0.0 -0.1
H 0.15655 6.80738 2.99980 0.0 -0.1 0.0
H 1.78883 6.36542 3.47131 -0.1 0.0 0.1
C 1.56571 1.76600 -1.43895 0.0 0.1 0.1
C 0.24757 1.83745 -2.20432 -0.1 0.0 0.3
N -0.87483 2.34612 -1.41108 -0.3 -0.1 0.1
C -2.17676 2.14789 -2.05660 0.1 -0.3 0.1
C -2.43605 2.88854 -3.36339 -0.3 0.1 -0.3
C -0.68484 3.65657 -0.78309 0.3 -0.3 0.2
C -0.36595 4.83682 -1.69133 0.0 0.4 -0.1
H 1.46151 1.17399 -0.52346 -0.1 0.1 -0.1
H 2.33055 1.28878 -2.06080 -0.1 0.1 0.0
H 1.93791 2.75927 -1.17257 0.0 -0.1 0.0
H 0.01534 0.81471 -2.52928 -0.3 0.2 0.0
H 0.39956 2.42727 -3.11446 0.1 0.0 -0.2
H -2.97652 2.39629 -1.34712 0.3 0.1 0.0
H -2.29922 1.07337 -2.24681 0.2 0.1 0.1
H -2.63106 3.94875 -3.19564 0.1 0.0 -0.1
H -3.32927 2.47632 -3.84701 0.1 0.0 0.1
H -1.61004 2.78970 -4.07377 0.0 0.0 0.1
H 0.12120 3.56716 -0.04474 0.0 -0.2 -0.1
H -1.56911 3.90297 -0.17981 0.0 -0.2 -0.2
H 0.38401 4.59610 -2.44943 -0.1 0.0 0.0
H 0.03363 5.66211 -1.09188 0.0 -0.1 0.0
H -1.25944 5.21448 -2.19168 0.1 0.0 -0.1
C -0.78997 -1.11685 -4.72443 -0.1 0.1 -0.1
C 0.49785 -1.19558 -5.53910 -0.2 0.0 -0.2
N 0.32478 -0.87644 -6.95895 0.1 -0.1 -0.3
C 1.49125 -1.22465 -7.77693 -0.2 -0.3 0.1
C 2.79088 -0.47520 -7.50713 0.4 0.1 -0.1
C -0.28327 0.42182 -7.26316 -0.3 -0.3 0.1
C 0.40889 1.66950 -6.73042 0.1 0.4 0.0
H -1.57093 -1.75325 -5.15404 0.1 0.1 0.0
H -0.60354 -1.46038 -3.70138 0.0 0.0 -0.1
H -1.16988 -0.09342 -4.65853 0.0 -0.1 0.0
H 0.86449 -2.22678 -5.45121 0.1 0.2 -0.3
H 1.25200 -0.55504 -5.06974 0.1 0.1 0.2
H 1.23674 -1.11585 -8.83904 -0.2 0.1 0.2
H 1.68636 -2.29747 -7.64744 -0.1 0.1 0.1
H 2.76144 0.54106 -7.90282 0.0 0.0 0.1
H 3.61960 -0.98591 -8.01117 -0.1 0.0 0.1
H 3.03830 -0.43235 -6.44240 -0.1 0.0 -0.1
H -1.31192 0.41402 -6.88282 0.1 -0.1 0.1
H -0.40470 0.52133 -8.35033 0.2 -0.2 0.1
H 0.72969 1.56342 -5.69073 0.0 0.0 -0.1
H -0.28386 2.51722 -6.77013 0.1 -0.1 0.0
H 1.27467 1.94129 -7.33693 0.0 0.0 0.2
```
Positions in Å, forces in eV/Å.

Atomic partial charges in e from the Löwdin method, atoms 1 to 8: atom 1 (C): -0.08, atom 2 (C): -0.19, atom 3 (O): -0.16, atom 4 (C): -0.30, atom 5 (B): -0.33, atom 6 (O): 0.03, atom 7 (N): -0.16, atom 8 (C): -0.10

***

Q: Which molecular weight values were calculated for the entries above? A: 644.64, 536.73, 653.61, in g/mol.